1.
{
  "formula": "C10H19N2O7S2",
  "method": "ωB97M-V/def2-TZVPD",
  "e_above_lowest_kcal_mol": 58.74,
  "charge": -1,
  "e_homo_ev": -2.36,
  "lumo_ev": 2.37,
  "spin_multiplicity": 1,
  "max_force_ev_per_a": 7.06,
  "e_tot_ev": -49654.389,
  "elements": ["C", "C", "C", "N", "N", "C", "O", "H", "H", "H", "O", "S", "O", "O", "C", "C", "C", "H", "H", "H", "H", "H", "H", "H", "H", "O", "S", "O", "O", "C", "C", "C", "H", "H", "H", "H", "H", "H", "H", "H"],
  "xyz": [[0.224, -2.195, 3.364], [-0.366, -1.010, 3.469], [-1.194, 0.388, 3.685], [-2.320, 0.228, 4.679], [-3.523, 0.332, 3.917], [-3.798, -0.906, 3.504], [-4.424, -1.938, 3.086], [0.389, -3.323, 3.563], [-1.714, 0.720, 2.696], [-0.472, 1.230, 4.050], [-0.763, 1.245, -1.975], [-1.814, 1.069, -1.000], [-1.613, 0.320, 0.210], [-3.137, 0.506, -1.748], [-3.019, -0.669, -2.545], [-2.998, -1.921, -1.688], [-2.463, 2.661, -0.576], [-2.136, -0.616, -3.190], [-3.895, -0.697, -3.199], [-2.083, -1.974, -1.093], [-3.048, -2.817, -2.313], [-3.839, -1.927, -0.990], [-2.679, 3.210, -1.492], [-1.707, 3.188, 0.008], [-3.366, 2.527, 0.020], [4.271, 2.089, -0.287], [4.683, 0.749, -0.618], [5.393, 0.447, -1.836], [3.406, -0.238, -0.502], [2.219, 0.092, -1.222], [2.341, -0.277, -2.688], [5.596, 0.083, 0.746], [1.970, 1.150, -1.100], [1.405, -0.485, -0.775], [3.079, 0.353, -3.192], [1.382, -0.150, -3.198], [2.670, -1.314, -2.802], [5.032, 0.251, 1.664], [6.554, 0.602, 0.794], [5.757, -0.982, 0.577]],
  "atomic_forces_ev_per_a": [[-3.56, 4.99, 1.22], [2.36, -5.26, -0.47], [-0.74, 0.09, 0.48], [3.36, 0.30, -0.22], [-2.15, -6.17, -2.67], [-3.73, 0.64, -0.86], [3.95, 5.15, 2.42], [-0.26, 2.71, -0.55], [1.53, -0.73, 1.34], [-0.75, -1.69, -0.70], [-0.28, -0.41, 0.37], [-0.64, 0.03, 0.42], [0.28, 0.30, -1.02], [0.49, 0.83, 0.29], [0.05, -0.97, -0.33], [0.19, -0.08, 0.26], [-0.18, 0.04, -0.12], [0.00, 0.16, 0.12], [0.04, 0.33, 0.15], [-0.10, 0.00, -0.03], [-0.03, 0.11, -0.03], [0.06, 0.01, -0.12], [0.04, -0.10, 0.06], [0.02, -0.21, -0.04], [0.13, -0.08, -0.02], [0.28, -0.49, -0.56], [-0.69, -0.68, 0.37], [-0.27, 0.49, 0.42], [1.29, 0.43, 0.40], [-1.00, 0.16, -0.71], [0.24, 0.08, -0.28], [-0.06, -0.11, 0.09], [0.15, -0.10, 0.08], [0.31, 0.07, 0.25], [-0.06, -0.04, 0.03], [0.02, 0.01, 0.18], [-0.09, 0.06, 0.07], [-0.01, -0.02, -0.14], [-0.13, 0.03, -0.13], [-0.06, 0.12, -0.03]],
  "mulliken_charge": [-0.55, -0.10, 0.03, -0.62, -0.34, 0.65, -0.57, 0.29, 0.01, 0.26, -0.65, 1.24, -0.49, -0.36, -0.27, -0.99, -1.09, 0.28, 0.28, 0.25, 0.39, 0.28, 0.35, 0.38, 0.35, -0.64, 1.22, -0.62, -0.27, -0.21, -1.01, -0.93, 0.31, 0.20, 0.30, 0.34, 0.29, 0.32, 0.37, 0.31]
}



2.
{
  "formula": "C10H19N3O4",
  "method": "ωB97M-V/def2-TZVPD",
  "e_above_lowest_kcal_mol": 265.56,
  "e_homo_ev": -9.19,
  "lumo_ev": -0.85,
  "spin_multiplicity": 1,
  "max_force_ev_per_a": 9.55,
  "e_tot_ev": -23329.229,
  "elements": ["C", "C", "C", "C", "C", "C", "C", "C", "C", "C", "H", "H", "H", "H", "H", "H", "H", "H", "H", "H", "H", "H", "H", "H", "H", "H", "H", "H", "H", "N", "N", "N", "O", "O", "O", "O"],
  "xyz": [[-2.318, 1.740, -0.780], [-1.156, 0.803, -0.837], [-3.601, 0.842, -0.444], [-3.800, 1.085, 1.035], [0.511, -0.610, 0.293], [0.287, -1.483, 1.622], [2.001, -0.138, 0.263], [3.218, -1.116, 0.200], [3.143, -1.734, -1.308], [4.324, -0.126, 0.220], [-2.148, 3.579, -2.189], [-1.712, 1.697, -2.724], [-2.120, 2.402, -0.014], [-4.549, 1.229, -1.108], [-3.270, -0.259, -0.783], [-5.341, -0.658, 1.311], [-4.286, 0.058, 2.810], [-0.994, 0.731, 1.117], [0.148, -1.178, -0.628], [2.113, 0.670, 1.068], [2.130, 0.421, -0.758], [3.377, -1.696, 1.115], [3.018, -0.792, -1.971], [4.085, -2.228, -1.543], [2.485, -2.582, -1.529], [5.235, -0.716, -0.115], [4.352, 0.631, -0.604], [4.676, 0.387, 1.334], [1.230, -2.865, 0.969], [-2.510, 2.319, -2.070], [-4.889, 0.746, 1.730], [-0.245, 0.780, 0.315], [-1.089, -0.005, -1.943], [-2.785, 1.586, 1.648], [-0.446, -0.947, 2.520], [0.927, -2.570, 1.777]],
  "atomic_forces_ev_per_a": [[-0.66, -1.50, -1.48], [1.78, -4.32, -3.33], [-0.42, 0.44, -1.97], [5.61, 0.34, 0.63], [0.30, 0.50, 0.45], [-4.43, 6.99, 1.54], [-0.41, 0.99, -1.09], [-2.14, 1.46, -1.39], [1.10, 0.89, 1.10], [4.93, 0.76, 0.98], [-1.14, -5.26, 0.86], [-3.16, 2.57, 1.84], [-0.06, 1.57, 1.25], [2.46, -1.11, 1.60], [-1.38, 2.23, 1.15], [1.33, 4.99, 0.69], [-2.31, 3.29, -3.64], [1.90, 0.55, -1.01], [0.75, 0.72, 1.08], [-0.11, -1.32, -0.93], [-0.58, -0.63, 1.99], [-0.47, -0.73, -0.61], [-0.01, -2.02, 0.80], [0.48, 0.46, -0.02], [-0.81, 0.72, 0.29], [-0.44, 0.58, 0.81], [-0.76, -0.18, 0.98], [-1.47, -1.45, -3.28], [1.46, -1.16, -2.87], [3.93, 3.08, -4.39], [-1.08, -8.57, 4.08], [-3.60, -3.76, -1.23], [0.50, 4.14, 5.94], [-3.54, -1.38, -0.81], [2.68, -2.59, -2.88], [-0.22, -1.28, 2.90]],
  "mulliken_charge": [0.28, -0.15, -0.71, 0.60, 0.28, 0.41, -1.03, 0.62, -1.21, -1.40, 0.29, 0.39, 0.66, 0.26, 0.29, 0.33, 0.41, 0.44, 0.41, 0.27, 0.22, 0.34, 0.30, 0.44, 0.30, 0.44, 0.30, 0.28, 0.39, -0.81, -0.80, -0.38, -0.72, -0.65, -0.65, -0.45]
}



3.
{
  "formula": "C10H19N3O5",
  "method": "ωB97M-V/def2-TZVPD",
  "e_above_lowest_kcal_mol": 73.64,
  "e_homo_ev": -9.03,
  "lumo_ev": 0.32,
  "smiles": "NCCCC[C@H](NC(=O)[C@@H](N)CC(=O)O)C(=O)O",
  "spin_multiplicity": 1,
  "max_force_ev_per_a": 4.54,
  "e_tot_ev": -25384.729,
  "elements": ["N", "C", "C", "C", "C", "C", "N", "C", "O", "C", "N", "C", "C", "O", "O", "C", "O", "O", "H", "H", "H", "H", "H", "H", "H", "H", "H", "H", "H", "H", "H", "H", "H", "H", "H", "H", "H"],
  "xyz": [[1.519, -2.690, 1.155], [0.999, -2.511, 2.532], [0.373, -1.069, 3.047], [-0.267, -0.521, 1.760], [-0.806, 0.948, 2.028], [-1.620, 1.267, 0.630], [-0.732, 1.442, -0.405], [-0.932, 0.551, -1.430], [-1.797, -0.255, -1.539], [0.012, 0.881, -2.626], [1.053, 1.798, -2.069], [0.348, -0.465, -3.202], [1.361, -1.200, -2.344], [1.249, -1.546, -1.212], [2.217, -1.815, -3.219], [-2.509, 2.378, 0.855], [-3.503, 2.285, 1.537], [-1.932, 3.612, 0.563], [0.649, -2.689, 0.645], [1.993, -1.815, 0.777], [1.881, -2.737, 3.148], [0.383, -3.336, 2.732], [1.232, -0.512, 3.417], [-0.311, -1.098, 3.837], [0.562, -0.433, 1.048], [-0.998, -1.172, 1.276], [0.029, 1.681, 1.993], [-1.391, 1.142, 2.883], [-2.349, 0.508, 0.248], [0.147, 1.947, -0.384], [-0.630, 1.475, -3.475], [1.546, 2.337, -2.853], [1.917, 1.302, -1.880], [0.962, -0.229, -4.056], [-0.548, -1.021, -3.346], [2.531, -2.687, -2.823], [-2.637, 4.247, 0.748]],
  "atomic_forces_ev_per_a": [[-0.60, 1.91, 0.29], [2.29, 1.37, 1.67], [1.60, -2.31, -3.39], [0.94, 2.41, 1.62], [0.19, -0.94, -4.24], [-0.57, -1.08, 2.35], [0.17, -1.59, -1.69], [2.35, 3.69, -1.22], [-1.59, -1.66, 0.10], [-2.18, 1.49, 0.01], [2.10, 0.45, -3.29], [3.07, 2.30, 0.24], [-1.35, -2.46, -1.90], [0.33, 0.77, 0.73], [0.74, -1.29, 0.87], [0.02, 2.67, 2.42], [-0.09, 0.33, -0.99], [-1.07, -0.99, -0.35], [0.12, -0.21, -0.97], [-0.67, -1.62, 0.99], [-0.22, 0.30, 0.35], [-1.40, -0.94, 0.11], [-0.05, 0.49, -0.39], [-1.14, -0.71, 1.20], [-0.48, 0.17, -0.04], [-0.20, 0.04, 0.50], [-0.36, -0.51, 0.26], [-0.83, -0.25, 0.97], [0.86, -0.20, 1.13], [-0.46, 0.11, -0.05], [1.43, -1.28, 2.33], [-1.75, -0.32, 0.94], [-0.11, -0.95, 0.94], [-0.53, -0.47, -1.10], [-0.40, -0.65, -0.28], [-0.29, 1.71, -0.30], [0.11, 0.22, 0.16]],
  "mulliken_charge": [-0.59, -0.74, -0.83, -0.09, -1.37, 0.59, 0.04, -0.09, -0.67, 0.61, -0.81, -0.80, 0.28, -0.51, -0.50, -0.26, -0.58, -0.45, 0.34, 0.29, 0.38, 0.39, 0.29, 0.49, 0.01, 0.53, 0.38, 0.55, 0.43, 0.27, 0.32, 0.31, 0.20, 0.35, 0.49, 0.39, 0.35]
}



Asked for HOMO-LUMO gap across the records above, the calculation gives 4.730, 8.333, 9.355 eV in order.